(1)
The following is a DFT calculation (ωB97M-V with the def2-TZVPD basis set) of a molecular structure, C46H50N7O2S2Ta at a distorted geometry.

The geometry in ORCA input format:
```
! wB97M-V def2-TZVPD RIJCOSX def2/J DEFGRID3
* xyz 0 1
Ta -0.16 -0.07 0.58
S -0.14 1.68 4.45
S 1.40 -0.59 2.37
O -2.70 2.51 2.66
O -1.08 1.36 1.58
N 5.82 3.20 0.75
N -0.21 1.62 -0.84
N -2.06 -0.48 -0.46
N -1.63 -0.86 2.43
N 4.11 5.59 3.76
N 1.80 -0.28 -0.53
N -0.10 -2.29 0.13
C 5.31 -2.69 -2.15
C 4.76 2.98 1.20
C -5.54 -2.98 -1.63
C -2.47 -2.86 0.04
C -5.45 -2.13 -0.39
C 0.65 -4.43 0.60
C -0.67 -4.46 0.47
C -2.20 1.49 2.35
C 2.34 -2.57 0.17
C 1.64 -5.60 0.76
C 2.58 0.74 -1.17
C 2.09 5.46 -0.51
C 3.50 2.72 1.86
C -4.28 0.13 -0.62
C -0.91 3.85 -1.29
C 1.08 -3.06 0.37
C 4.95 1.02 -2.21
C 2.83 3.63 2.77
C -1.14 -3.13 0.18
C 0.46 3.85 -1.37
C -2.52 1.96 -0.83
C 2.18 -5.65 2.22
C 1.72 1.10 2.34
C 4.63 0.95 -3.64
C -2.50 -5.80 1.70
C -2.77 0.11 2.70
C -2.51 4.69 -3.04
C 2.20 2.04 -1.28
C 1.69 3.27 3.37
C -1.64 -5.65 0.45
C 2.66 -1.29 -0.35
C -1.30 2.50 -0.89
C 1.07 2.00 3.29
C 0.82 2.47 -1.18
C -2.90 0.57 -0.64
C 3.95 0.31 -1.29
C 1.37 4.99 -1.78
C 3.97 -0.96 -0.92
C 5.14 -1.86 -0.80
C -2.90 -1.59 -0.34
C 2.89 1.54 1.65
C -4.23 -1.21 -0.43
C -5.55 0.96 -0.74
C -5.95 1.52 0.65
C -1.90 4.95 -1.62
C 3.56 4.76 3.20
H -6.83 2.14 0.67
H -5.14 1.99 1.18
H 3.66 1.44 -3.87
H -6.56 -3.33 -1.90
H 2.57 6.45 -0.64
H 4.50 -0.07 -3.88
H 3.42 0.79 1.16
H -1.47 5.92 -1.55
H 5.98 -3.52 -1.93
H 1.18 3.91 4.06
H -3.36 5.30 -3.11
H 0.80 5.76 -2.28
H 2.92 2.76 -1.61
H 6.06 -1.27 -0.55
H -1.00 -6.48 0.29
H 3.13 -3.33 0.34
H -3.51 -0.04 1.89
H -3.30 2.70 -0.90
H -1.88 -6.05 2.54
H -3.22 -6.56 1.61
H -2.71 3.65 -3.04
H -5.20 -2.43 -2.52
H 5.69 -2.06 -3.01
H -2.33 -5.61 -0.43
H -3.10 0.04 3.73
H 2.79 4.70 -0.11
H 2.11 4.59 -2.54
H -6.36 -1.56 -0.14
H -2.03 -1.82 2.20
H 4.94 -2.55 -0.02
H -1.78 4.80 -3.84
H 1.39 -5.85 2.93
H -5.29 1.76 -1.48
H 5.99 0.68 -2.05
H 5.01 2.07 -1.85
H 4.36 -3.12 -2.43
H 2.40 -4.58 2.37
H 5.41 1.39 -4.25
H -3.07 -4.85 1.99
H -3.25 -3.67 0.23
H -2.68 4.96 -0.92
H 1.06 -6.53 0.62
H 1.28 5.62 0.17
H -6.29 0.34 -1.15
H -6.31 0.72 1.25
H -5.28 -2.84 0.46
H -1.01 -0.77 3.29
H 2.42 -5.50 0.00
H -4.94 -3.92 -1.53
H 3.07 -6.25 2.44
*
```

Results
total energy	-86263.6577	eV
HOMO level	-0.25488	Ha
relative energy (zero: lowest compared OMol25 entry of this formula, charge and spin)	2.813	eV

Mulliken atomic charge list, values in e, 8 entries: 2.182 -0.300 -0.461 -0.644 0.003 -0.716 -0.561 -0.263


(2)
The following is a DFT calculation (ωB97M-V with the def2-TZVPD basis set) of a molecular structure, C39H32Cl5HfN4O2P at a distorted geometry.

The geometry in ORCA input format:
```
! wB97M-V def2-TZVPD RIJCOSX def2/J DEFGRID3
* xyz 2 1
Hf 11.48 12.53 12.99
Cl 6.07 10.54 14.79
Cl 7.64 12.03 12.56
Cl 10.08 10.62 18.10
Cl 12.12 11.50 15.75
Cl 7.74 8.94 16.91
P 8.34 10.13 9.30
O 11.93 11.38 9.31
O 10.78 11.74 11.25
N 13.67 13.00 12.14
N 12.43 14.13 14.44
N 12.47 10.49 12.80
N 10.72 14.50 12.19
C 6.86 9.06 7.25
C 13.82 10.64 12.74
C 8.44 10.22 16.05
C 14.19 11.66 11.74
C 9.45 8.66 9.01
C 13.99 8.81 14.29
C 7.66 11.31 6.81
C 8.53 11.42 13.94
C 13.98 15.28 16.56
C 6.71 9.99 5.02
C 10.58 8.67 8.17
C 9.23 15.74 10.22
C 11.99 9.32 13.23
C 13.74 14.33 14.29
C 9.63 10.80 16.44
C 12.54 15.23 16.61
C 11.32 7.50 8.04
C 10.84 11.52 9.91
C 9.67 6.25 9.28
C 7.12 11.21 5.52
C 6.59 8.91 5.93
C 9.89 11.65 14.12
C 12.78 15.11 11.11
C 9.49 15.02 12.50
C 10.89 6.29 8.62
C 8.71 15.61 11.55
C 10.36 11.44 15.44
C 11.82 14.72 15.54
C 10.54 15.37 9.98
C 9.47 11.58 9.22
C 9.02 7.44 9.52
C 12.69 8.44 14.02
C 14.53 14.91 15.34
C 7.57 10.21 7.67
C 7.79 10.73 14.93
C 14.49 13.58 13.24
C 13.56 13.82 10.87
C 14.59 9.86 13.59
C 11.35 15.05 11.08
H 6.36 9.83 4.02
H 8.13 7.46 10.14
H 15.23 14.24 12.78
H 7.98 12.31 7.13
H 15.30 11.82 11.66
H 14.61 13.96 10.50
H 11.94 15.55 17.43
H 14.56 8.28 15.04
H 13.13 15.60 12.04
H 15.05 12.73 13.69
H 10.86 15.41 8.98
H 9.73 11.78 8.17
H 13.02 13.17 10.12
H 10.93 9.03 12.94
H 10.71 14.81 15.51
H 15.63 9.96 13.69
H 9.28 14.99 13.54
H 7.19 12.11 4.90
H 13.08 15.84 10.31
H 8.65 16.23 9.42
H 8.88 12.35 9.74
H 13.79 11.34 10.73
H 10.91 9.61 7.72
H 6.33 7.89 5.59
H 11.51 5.36 8.58
H 6.61 8.17 7.90
H 15.57 14.92 15.22
H 12.12 7.42 7.30
H 9.20 5.32 9.57
H 14.63 15.85 17.26
H 7.70 16.00 11.87
H 12.27 7.56 14.48
*
```

Results
total energy	-124212.3400	eV
HOMO level	-0.43592	Ha
relative energy (zero: lowest compared OMol25 entry of this formula, charge and spin)	1.337	eV

Mulliken atomic charge list, values in e, 8 entries: 0.278 -0.145 -0.118 -0.153 -0.129 -0.117 -0.171 -0.685


Q: Which of these has the lowest HOMO level?
A: C39H32Cl5HfN4O2P